Computed, not measured: C36H36ClN4O4PPtSTe as an isolated structure, with ωB97M-V/def2-TZVPD.

Properties
- Kohn-Sham gap (alpha / beta) (Eh) = 0.2232 / 0.2427
- DFT total energy (eV) = -95238.263
- largest force on an atom (eV Å⁻¹) = 0.42
- HOMO energy (alpha / beta) (eV) = -12.04 / -13.35
- E_LUMO (alpha / beta) (eV) = -5.968 / -6.744
- expectation value of S² = 6.09

```
! wB97M-V def2-TZVPD RIJCOSX def2/J DEFGRID3
* xyz 2 5
Pt -1.14222 0.84695 0.11878
C 5.31629 -5.64834 -0.25619
O 6.22516 -4.54817 -0.17869
C 5.95900 -3.54006 0.65437
C 4.76405 -3.41886 1.38325
C 4.58184 -2.33439 2.21394
C 5.58259 -1.36475 2.32628
C 6.79057 -1.51315 1.62823
C 6.96846 -2.57448 0.78126
N 5.50532 -0.26201 3.17678
N 4.47466 0.13573 3.71829
C 3.21385 0.30526 3.29022
C 2.22412 0.33384 4.30570
C 0.89467 0.42045 4.02363
C 0.44381 0.53646 2.68086
O -0.78150 0.53921 2.38829
C 1.46889 0.68037 1.63040
N 1.01791 0.95514 0.38514
C 1.87943 1.12812 -0.60017
C 3.25976 1.07817 -0.38851
C 3.73711 0.80864 0.86744
C 2.83150 0.57049 1.91730
H 5.79749 -6.38335 -0.89171
H 4.37424 -5.33290 -0.70820
H 5.14270 -6.07583 0.73128
H 3.99396 -4.17057 1.30719
H 3.67371 -2.25267 2.79732
H 7.56712 -0.77283 1.76949
H 7.88350 -2.70650 0.22113
H 2.56524 0.24134 5.32881
H 0.14975 0.39953 4.80674
H 1.45704 1.33370 -1.57522
H 3.93303 1.26591 -1.21284
H 4.80175 0.80214 1.04796
Te -2.05800 3.19564 1.18133
C -0.87511 4.73703 0.57338
C 0.30258 4.67706 -0.14371
C 0.85839 5.95072 -0.38482
C 0.09632 6.95527 0.15169
S -1.28001 6.36352 0.94917
H 0.74297 3.74478 -0.47119
H 1.77560 6.12543 -0.92677
H 0.28814 8.01616 0.11197
C -1.34290 0.45318 -4.49943
C -1.64243 1.08212 -3.17306
O -0.85372 0.91465 -2.23974
C -2.87831 1.87645 -3.02141
C -4.07053 1.45403 -3.60454
C -5.22480 2.20062 -3.42408
C -5.17806 3.38835 -2.70354
C -3.97868 3.83157 -2.15857
C -2.83236 3.06893 -2.30904
H -0.33479 0.04755 -4.51017
H -1.47977 1.17347 -5.30550
H -2.05381 -0.35813 -4.68076
H -4.10907 0.53847 -4.18092
H -6.15596 1.86813 -3.86262
H -6.07533 3.98152 -2.58655
H -3.93563 4.77407 -1.62728
H -1.89069 3.41272 -1.90531
C -4.48130 -1.92083 -0.49058
P -4.36216 -0.35267 0.36105
C -5.95658 0.43338 0.23825
C -4.05418 -0.70874 2.09798
O -3.30174 0.54680 -0.25834
H -5.34131 -2.49321 -0.14147
H -3.57258 -2.49876 -0.31602
H -4.58647 -1.73192 -1.55955
H -6.74420 -0.20271 0.64209
H -6.16114 0.65045 -0.81090
H -5.93097 1.37301 0.79167
H -3.82310 -1.76462 2.23790
H -4.92540 -0.46164 2.70358
H -3.20422 -0.11594 2.44145
Cl 0.05633 -4.04204 -2.96332
C -0.30190 -3.39698 -1.40828
C -0.32824 -4.20718 -0.28665
C -0.61528 -3.62254 0.93680
C -0.86545 -2.26228 0.98998
N -0.84763 -1.49065 -0.10187
C -0.56988 -2.04395 -1.28219
H -0.13690 -5.26818 -0.37563
H -0.65430 -4.21588 1.83973
H -1.10461 -1.76759 1.92158
H -0.55565 -1.39123 -2.14437
*
```

***

Computed, not measured: C2H5N2O2 as an isolated structure in a non-equilibrium geometry, with ωB97M-V/def2-TZVPD.

Properties
- Kohn-Sham gap (Eh) = 0.3513
- DFT total energy (eV) = -9214.427
- largest force on an atom (eV Å⁻¹) = 7.77
- HOMO energy (eV) = -16.88
- E_LUMO (eV) = -7.316

```
! wB97M-V def2-TZVPD RIJCOSX def2/J DEFGRID3
* xyz 1 1
C 0.20116 -1.09922 -0.21508
C 1.03406 -0.33116 0.73427
N -0.56728 0.23712 -0.59524
N 0.07103 0.83392 0.39153
O -2.23104 0.87711 -0.65860
O -0.06363 1.87006 0.98447
H 0.82800 -1.40403 -1.09857
H -0.54106 -1.85708 0.02995
H 0.95076 -0.41525 1.76558
H 2.16886 -0.23647 0.29904
H -1.85089 1.52500 -1.63735
*
```

***

Computed, not measured: a 2-piece molecular cluster, CH5Br3Si2 overall in a non-equilibrium geometry, with ωB97M-V/def2-TZVPD.

Properties
- Kohn-Sham gap (Eh) = 0.3093
- DFT total energy (eV) = -227003.414
- largest force on an atom (eV Å⁻¹) = 1.05
- HOMO energy (eV) = -9.43
- E_LUMO (eV) = -1.013

```
! wB97M-V def2-TZVPD RIJCOSX def2/J DEFGRID3
* xyz 0 1
C -2.01847 0.65916 0.52617
Si -1.44277 -0.76275 -0.57574
Si 4.55864 0.14034 -0.71887
Br 0.72614 -0.46085 -0.94677
Br 3.78583 1.89219 0.47380
Br 4.33060 -1.51600 0.79493
H -1.73481 0.49098 1.56335
H -1.58586 1.61020 0.21946
H -3.09988 0.76214 0.49528
H -1.49212 -2.06249 0.07659
H -2.02730 -0.75291 -1.90819
*
```

***

Relative energy (zero: lowest compared OMol25 entry of this formula, charge and spin): 57.1 743.9 0.0 (kJ/mol)